DFT (ωB97M-V/def2-TZVPD) results for the ion C3H3N2O3 with charge -1.

Element x y z (Å)
O -0.11 0.30 -2.27
C -0.69 -0.39 -1.48
O -1.69 -1.09 -1.49
C -0.32 0.12 -0.03
C 0.86 0.99 0.12
N 1.74 0.51 0.92
O 1.27 -0.54 1.68
N 0.10 -1.07 1.12
H -1.32 0.48 0.22
H 0.88 1.83 -0.61
H -0.72 -1.12 1.83

Output
E_HOMO: -3.92 eV
orbital gap: 8.03 eV
charge: -1
structure (SMILES): O=C([O-])[C@@H]1C=NON1
energy above the lowest of the compared OMol25 structures with the same formula, charge and spin: 106.1 kcal/mol


DFT (ωB97M-V/def2-TZVPD) results for the molecule C3H5NO2.

Element x y z (Å)
N -1.22 0.66 -0.53
C -0.23 0.92 0.53
O -0.51 1.56 1.54
C 1.00 0.09 0.37
C 0.43 -1.36 0.01
O 0.81 -0.46 -1.01
H -1.92 1.32 -0.71
H -0.67 0.73 -1.59
H 1.83 0.14 1.09
H 1.23 -2.25 0.08
H -0.76 -1.36 0.22

Output
E_HOMO: -9.93 eV
orbital gap: 10.81 eV
charge: 0
structure (SMILES): NC(=O)[C@H]1CO1
energy above the lowest of the compared OMol25 structures with the same formula, charge and spin: 88.7 kcal/mol